No. 1
{"formula": "C31H27N9O2ReS", "method": "ωB97M-V/def2-TZVPD", "multiplicity": 2, "charge": 2, "e_homo_ev": [-13.6, -13.7], "species": ["Re", "C", "C", "C", "C", "C", "C", "N", "C", "C", "C", "C", "C", "C", "N", "N", "C", "C", "C", "C", "C", "N", "H", "H", "H", "H", "H", "H", "H", "H", "H", "H", "H", "H", "H", "C", "N", "C", "C", "N", "C", "S", "C", "C", "C", "C", "C", "N", "H", "H", "H", "H", "H", "H", "H", "H", "H", "C", "N", "C", "C", "C", "O", "N", "C", "O", "H", "H", "H", "H", "H"], "coordinates": [[0.23, 0.27, -0.54], [-1.39, -3.08, 3.71], [-2.35, -2.51, 2.88], [-2.01, -1.45, 2.04], [-0.71, -0.96, 2.06], [0.25, -1.52, 2.89], [-0.09, -2.59, 3.71], [-0.38, 0.21, 1.29], [-0.21, 1.40, 2.04], [-0.82, 1.68, 3.25], [-0.56, 2.91, 3.85], [0.31, 3.83, 3.27], [0.94, 3.55, 2.07], [0.67, 2.32, 1.48], [1.23, 1.84, 0.29], [2.22, 2.42, -0.21], [2.60, 1.82, -1.40], [3.70, 2.32, -2.08], [4.09, 1.69, -3.24], [3.39, 0.56, -3.66], [2.32, 0.11, -2.92], [1.90, 0.74, -1.80], [-1.66, -3.89, 4.37], [-3.36, -2.87, 2.90], [-2.75, -0.98, 1.40], [1.25, -1.09, 2.93], [0.65, -3.02, 4.37], [-1.50, 0.97, 3.71], [-1.04, 3.15, 4.79], [0.50, 4.78, 3.76], [1.63, 4.24, 1.60], [4.20, 3.19, -1.69], [4.94, 2.06, -3.81], [3.67, 0.03, -4.56], [1.77, -0.76, -3.22], [-3.17, -2.97, -1.97], [-2.02, -3.26, -1.12], [-1.95, -4.23, -0.14], [-0.74, -4.13, 0.45], [-0.07, -3.10, -0.19], [-0.87, -2.57, -1.15], [-0.49, -1.34, -2.26], [1.26, -2.71, 0.11], [2.16, -3.70, 0.47], [3.43, -3.34, 0.86], [3.77, -2.00, 0.86], [2.83, -1.08, 0.45], [1.58, -1.41, 0.07], [-3.99, -3.62, -1.66], [-2.92, -3.17, -3.01], [-3.44, -1.92, -1.85], [-2.77, -4.89, 0.06], [-0.32, -4.66, 1.28], [1.86, -4.74, 0.42], [4.15, -4.10, 1.15], [4.75, -1.66, 1.16], [3.07, -0.03, 0.43], [-1.60, 4.86, -2.98], [-1.90, 3.57, -2.36], [-3.18, 3.13, -2.23], [-3.49, 1.94, -1.67], [-2.42, 1.12, -1.19], [-2.54, 0.03, -0.62], [-1.12, 1.60, -1.32], [-0.83, 2.82, -1.92], [0.31, 3.22, -2.06], [-2.52, 5.29, -3.36], [-0.89, 4.72, -3.80], [-1.15, 5.53, -2.25], [-3.95, 3.80, -2.61], [-4.50, 1.60, -1.56]], "lowdin_charge": [1.49, -0.07, -0.06, -0.02, -0.30, -0.03, -0.06, -0.10, -0.20, 0.02, -0.02, -0.04, 0.02, -0.19, -0.10, 0.15, -0.33, 0.04, 0.00, -0.01, -0.12, -0.05, 0.12, 0.12, 0.11, 0.12, 0.12, 0.13, 0.12, 0.12, 0.12, 0.14, 0.13, 0.13, 0.05, 0.02, -0.07, 0.01, -0.01, 0.02, -0.63, 0.80, -0.24, 0.04, 0.01, -0.01, -0.10, -0.01, 0.11, 0.10, 0.08, 0.15, 0.14, 0.13, 0.13, 0.13, 0.11, 0.01, -0.04, -0.02, 0.03, -0.51, -0.07, -0.01, -0.48, 0.07, 0.10, 0.10, 0.10, 0.14, 0.12]}

***

No. 2
{"formula": "C5H7NO", "method": "ωB97M-V/def2-TZVPD", "multiplicity": 1, "e_homo_ev": -9.6, "species": ["N", "C", "O", "C", "C", "C", "C", "H", "H", "H", "H", "H", "H", "H"], "coordinates": [[1.08, -2.15, 0.35], [1.66, -0.92, 0.44], [2.68, -0.32, 0.23], [-0.53, 2.15, -0.52], [-1.03, 1.09, 0.09], [-0.72, -0.34, -0.29], [0.23, -0.96, 0.73], [0.98, -2.64, -0.53], [0.14, 2.04, -1.38], [-0.76, 3.16, -0.20], [-1.69, 1.22, 0.95], [-0.25, -0.36, -1.28], [-1.64, -0.94, -0.34], [-0.15, -1.03, 1.74]], "lowdin_charge": [0.15, -0.45, 0.11, 0.01, -0.19, -0.17, -0.18, 0.13, 0.07, 0.06, 0.10, 0.12, 0.12, 0.14]}

***

No. 3
{"formula": "C6H13PS2", "method": "ωB97M-V/def2-TZVPD", "multiplicity": 1, "e_homo_ev": -8.7, "species": ["C", "C", "C", "C", "C", "C", "P", "S", "S", "H", "H", "H", "H", "H", "H", "H", "H", "H", "H", "H", "H", "H"], "coordinates": [[0.53, -2.08, 0.37], [1.33, -0.96, 0.93], [0.21, -1.70, -1.10], [0.49, 0.28, 1.07], [-0.85, -0.54, -0.98], [-0.12, 0.62, -0.33], [-1.26, 2.12, -0.11], [-2.19, 2.16, 1.59], [0.18, 3.64, -0.55], [1.10, -3.06, 0.34], [-0.34, -2.11, 0.93], [1.95, -1.17, 1.85], [2.18, -0.94, 0.26], [1.08, -1.24, -1.43], [-0.03, -2.63, -1.54], [-0.33, -0.04, 1.78], [1.11, 1.09, 1.54], [-1.05, -0.36, -2.02], [-1.56, -0.95, -0.28], [0.67, 0.80, -1.03], [-2.52, 2.32, -1.36], [-0.60, 4.75, 0.06]], "lowdin_charge": [-0.21, -0.27, -0.16, -0.23, -0.20, -0.53, 0.02, 0.11, 0.31, 0.14, 0.08, 0.13, 0.10, 0.08, 0.10, 0.11, 0.13, 0.11, 0.11, 0.09, 0.07, -0.08]}

***

No. 4
{"formula": "C42H51N5O3ReSSeSi", "method": "ωB97M-V/def2-TZVPD", "multiplicity": 2, "charge": 2, "e_homo_ev": [-12.9, -13.0], "species": ["Re", "C", "Si", "C", "C", "N", "C", "C", "C", "C", "C", "C", "O", "C", "C", "C", "C", "C", "C", "H", "H", "H", "H", "H", "H", "H", "H", "H", "H", "H", "H", "H", "H", "H", "H", "H", "H", "C", "C", "C", "C", "C", "C", "C", "S", "O", "O", "N", "C", "C", "C", "C", "C", "N", "H", "H", "H", "H", "H", "H", "H", "H", "H", "H", "H", "C", "C", "C", "C", "N", "C", "Se", "N", "C", "C", "C", "C", "C", "C", "C", "C", "C", "C", "H", "H", "H", "H", "H", "H", "H", "H", "H", "H", "H", "H", "H", "H", "H", "H", "H", "H", "H", "H", "H", "H"], "coordinates": [[-0.47, -0.62, 0.69], [-0.24, -4.09, -0.36], [-1.70, -3.63, 0.79], [-3.06, -4.89, 0.36], [-1.13, -3.60, 2.61], [-2.08, -1.91, 0.43], [-3.27, -1.33, 0.69], [-4.41, -2.03, 1.14], [-5.59, -1.38, 1.43], [-5.70, 0.00, 1.28], [-4.61, 0.73, 0.83], [-3.42, 0.09, 0.54], [-2.28, 0.73, 0.14], [-2.23, 2.13, 0.02], [-1.35, 2.81, 0.85], [-1.27, 4.19, 0.77], [-2.03, 4.88, -0.16], [-2.87, 4.18, -1.01], [-2.98, 2.80, -0.93], [0.13, -5.06, -0.06], [0.58, -3.39, -0.32], [-0.58, -4.18, -1.39], [-2.59, -5.81, 0.06], [-3.69, -4.57, -0.46], [-3.70, -5.13, 1.20], [-0.96, -4.59, 3.00], [-1.87, -3.11, 3.24], [-0.20, -3.04, 2.72], [-4.34, -3.09, 1.28], [-6.43, -1.95, 1.80], [-6.62, 0.50, 1.53], [-4.69, 1.80, 0.73], [-0.74, 2.27, 1.55], [-0.61, 4.72, 1.44], [-1.98, 5.95, -0.21], [-3.45, 4.71, -1.75], [-3.64, 2.26, -1.59], [-1.55, 5.23, 6.62], [-1.41, 3.96, 5.85], [-2.22, 3.67, 4.76], [-2.02, 2.53, 4.00], [-0.99, 1.67, 4.34], [-0.20, 1.91, 5.45], [-0.41, 3.04, 6.20], [-0.65, 0.21, 3.40], [-0.06, -0.80, 4.23], [-1.83, -0.19, 2.65], [0.45, 0.57, 2.20], [1.56, -0.22, 2.22], [2.59, -0.26, 3.16], [3.62, -1.15, 2.94], [3.63, -1.93, 1.78], [2.56, -1.87, 0.92], [1.51, -1.07, 1.17], [-2.47, 5.75, 6.37], [-0.71, 5.88, 6.40], [-1.54, 5.03, 7.69], [-3.02, 4.35, 4.50], [-2.66, 2.32, 3.16], [0.55, 1.18, 5.72], [0.20, 3.23, 7.08], [2.56, 0.38, 4.03], [4.42, -1.25, 3.65], [4.46, -2.58, 1.56], [2.51, -2.48, 0.03], [-0.54, -2.14, -5.46], [0.98, -2.12, -5.57], [1.67, -3.30, -4.89], [1.56, -3.28, -3.36], [2.19, -2.10, -2.80], [1.57, -1.05, -2.24], [-0.30, -0.95, -1.76], [2.46, -0.07, -2.01], [2.12, 1.30, -1.73], [1.83, 1.98, -3.08], [1.78, 3.50, -2.99], [0.63, 4.01, -2.13], [3.70, -0.50, -2.44], [4.94, 0.13, -2.47], [5.99, -0.59, -2.99], [5.83, -1.90, -3.45], [4.60, -2.53, -3.43], [3.53, -1.80, -2.93], [-0.96, -1.33, -6.05], [-0.86, -2.01, -4.42], [-0.93, -3.08, -5.84], [1.36, -1.18, -5.17], [1.25, -2.16, -6.63], [2.72, -3.30, -5.18], [1.23, -4.23, -5.23], [2.04, -4.17, -2.94], [0.51, -3.26, -3.07], [2.96, 1.78, -1.22], [1.24, 1.34, -1.07], [0.88, 1.59, -3.46], [2.62, 1.70, -3.78], [1.66, 3.89, -4.01], [2.72, 3.88, -2.60], [-0.32, 3.58, -2.46], [0.56, 5.09, -2.20], [0.78, 3.75, -1.09], [5.07, 1.14, -2.12], [6.97, -0.14, -3.03], [6.70, -2.43, -3.82], [4.49, -3.53, -3.80]], "lowdin_charge": [1.29, -0.19, 0.53, -0.16, -0.14, -0.18, -0.29, 0.01, -0.04, -0.02, 0.02, -0.19, -0.15, -0.25, -0.03, -0.06, -0.06, -0.05, 0.00, 0.05, -0.04, 0.02, 0.04, 0.04, 0.04, 0.04, 0.04, 0.01, 0.08, 0.12, 0.12, 0.12, 0.07, 0.12, 0.12, 0.12, 0.13, -0.03, -0.24, -0.01, -0.05, -0.28, -0.04, -0.01, 0.66, -0.25, -0.33, -0.21, -0.43, 0.03, 0.00, -0.02, -0.10, -0.05, 0.08, 0.10, 0.09, 0.12, 0.11, 0.11, 0.13, 0.13, 0.13, 0.12, 0.11, -0.09, -0.24, -0.17, -0.14, -0.01, -0.52, 0.84, -0.02, -0.15, -0.17, -0.24, -0.10, -0.14, 0.02, -0.05, -0.04, 0.01, -0.14, 0.08, 0.02, 0.08, 0.10, 0.12, 0.10, 0.13, 0.14, 0.07, 0.14, 0.08, 0.11, 0.12, 0.12, 0.11, 0.08, 0.08, 0.06, 0.12, 0.12, 0.12, 0.12]}

***

no.,calculated total energy (eV),molecular weight (g/mol)
1,-63046.0708,775.89
2,-8833.9232,97.12
3,-37390.8100,180.28
4,-144151.7915,999.22